# 1
C32H27GeI2N2OW as an isolated structure, computed with the ωB97M-V functional and the def2-TZVPD basis.

Results
* lowest unoccupied orbital energy (alpha / beta): -3.327 / -3.328 eV
* highest occupied orbital energy (alpha / beta): -10.30 / -10.30 eV
* relative energy (zero: lowest compared OMol25 entry of this formula, charge and spin): 0.1 kcal/mol
* total charge: +1
* orbital gap (alpha / beta): 0.25612 / 0.25624 hartree

Geometry (Å):
W1 0.567534 0.431105 -0.360019
I1 0.089648 1.312392 6.942349
C1 0.497218 0.625304 5.020300
C2 1.806141 0.395276 4.631589
C3 2.079921 -0.020929 3.333893
I2 4.030799 -0.406064 2.746459
C4 1.040136 -0.185261 2.427661
O1 1.278338 -0.532531 1.135146
C5 -0.284461 0.020661 2.830332
C6 -1.400217 -0.160617 1.839772
N1 -1.274051 0.811880 0.707699
C7 -2.456795 0.833142 -0.174572
C8 -2.277495 -0.144512 -1.294553
C9 -3.340374 -0.713158 -1.970406
C10 -3.084231 -1.561796 -3.034623
C11 -1.769587 -1.819462 -3.393101
C12 -0.758544 -1.217425 -2.675804
N2 -0.998767 -0.393949 -1.639869
C13 -0.545787 0.426639 4.129090
H1 2.619774 0.538949 5.328993
H2 -2.359396 -0.000451 2.335249
H3 -1.397286 -1.168451 1.413824
H4 -1.177273 1.744833 1.117011
H5 -2.517985 1.837983 -0.599144
H6 -3.377495 0.645866 0.381526
H7 -4.352742 -0.492031 -1.661563
H8 -3.900095 -2.019151 -3.578024
H9 -1.526256 -2.475110 -4.216062
H10 0.283202 -1.375036 -2.915950
H11 -1.568143 0.600743 4.439865
C14 0.831379 2.194555 -0.774208
Ge1 0.895682 4.032522 -0.139226
C15 2.580159 4.344916 0.761969
C16 3.113198 5.632484 0.800924
C17 4.284777 5.889070 1.499342
C18 4.934079 4.859991 2.166960
C19 4.413716 3.573726 2.132976
C20 3.243779 3.319436 1.431821
C21 -0.553284 4.011912 1.180925
C22 -0.283226 3.736207 2.522531
C23 -1.315357 3.614420 3.446013
C24 -2.634773 3.758024 3.037221
C25 -2.920383 4.037696 1.705869
C26 -1.885483 4.165871 0.787036
C27 0.482962 5.293487 -1.549420
C28 -0.176825 6.484372 -1.246263
C29 -0.458134 7.409650 -2.241725
C30 -0.082527 7.152577 -3.552580
C31 0.576672 5.972302 -3.866714
C32 0.856943 5.048777 -2.869545
H12 0.802608 1.808481 -1.854453
H13 2.618112 6.443455 0.277724
H14 4.692218 6.891359 1.519343
H15 5.848309 5.059761 2.710343
H16 4.919607 2.765847 2.646499
H17 2.855787 2.304730 1.405779
H18 0.743225 3.621386 2.856470
H19 -1.089200 3.414094 4.486430
H20 -3.437685 3.673080 3.758465
H21 -3.946648 4.175993 1.388441
H22 -2.116472 4.406178 -0.246522
H23 -0.477733 6.696524 -0.225717
H24 -0.968275 8.331465 -1.994283
H25 -0.300405 7.873300 -4.329713
H26 0.875617 5.773518 -4.887668
H27 1.380252 4.134499 -3.128512

Atoms 1-6, force components in eV/Å:
W 0.04 0.03 -0.01
I -0.01 0.00 0.02
C -0.02 0.01 0.03
C 0.08 -0.03 -0.04
C -0.12 0.01 0.04
I 0.06 -0.01 -0.03

=====

# 2
A 2-piece molecular cluster, C17H22F2N7O7 overall in a non-equilibrium geometry, computed with the ωB97M-V functional and the def2-TZVPD basis.

Results
* lowest unoccupied orbital energy: 2.816 eV
* highest occupied orbital energy: -6.41 eV
* total charge: -1
* orbital gap: 0.33912 hartree

Geometry (Å):
O1 -6.244856 -2.992247 1.763876
O2 -2.129364 -0.227323 0.834610
O3 -2.769113 -3.693281 -1.137349
O4 -1.937018 0.663334 -1.147249
F1 1.824750 0.242225 3.949266
F2 3.710701 1.350784 3.730006
N1 4.171700 0.093349 -2.973088
N2 5.066473 3.353942 -4.584155
N3 3.834079 3.607165 -2.575109
O5 3.207452 1.582134 0.860881
O6 0.561944 0.729648 -1.228408
O7 -0.184455 1.024613 1.892977
C1 -5.499600 -2.081179 2.099761
C2 -2.517485 -0.101288 -0.350062
C3 -3.020580 -3.176925 -0.052889
C4 3.463535 0.180009 -1.860408
C5 4.463133 4.094895 -3.648199
C6 4.970406 2.053051 -4.426002
C7 3.792786 2.282894 -2.459671
C8 4.358486 1.427940 -3.362063
N4 5.604428 1.330282 -5.370789
N5 -2.300190 -3.615731 0.991418
N6 3.243442 1.498791 -1.487170
N7 -4.516931 -1.608517 1.343320
C9 -5.667612 -1.424486 3.448767
C10 -2.278869 -3.190074 2.389316
C11 2.786492 0.605853 3.060750
C12 2.516849 2.009037 -0.317863
C13 2.227306 1.428978 1.896125
C14 1.051264 1.551770 -0.163408
C15 1.034691 0.808486 1.172170
C16 -3.740752 -0.881807 -0.853630
C17 -4.135886 -2.094326 0.012745
H1 -0.449742 0.697299 -1.205901
H2 -0.954571 0.564919 1.435373
H3 3.108372 -0.675083 -1.293189
H4 4.501047 5.174941 -3.758666
H5 6.345429 1.853843 -5.813169
H6 5.779175 0.380987 -5.059615
H7 -1.630320 -4.318699 0.726562
H8 -3.908928 -0.889108 1.717799
H9 -5.785229 -0.351649 3.307695
H10 -4.784354 -1.622419 4.052092
H11 -6.551720 -1.832488 3.935049
H12 -2.116992 -2.112392 2.450899
H13 -3.219272 -3.452631 2.874180
H14 -1.462065 -3.689840 2.909982
H15 3.259594 -0.295275 2.661274
H16 2.522241 3.103680 -0.364129
H17 1.934668 2.411056 2.282708
H18 0.421851 2.445496 -0.096078
H19 1.197204 -0.261938 1.004534
H20 -4.589508 -0.196838 -0.896315
H21 -3.548266 -1.221327 -1.872588
H22 -5.015820 -2.544528 -0.446976

Atoms 1-6, force components in eV/Å:
O -0.02 -0.22 -0.24
O -0.88 -1.02 0.83
O -0.56 0.43 -0.34
O -0.95 -0.09 -0.83
F 0.15 0.24 -0.21
F 0.10 -0.10 0.18

=====

# 3
One molecule with the formula C12H20OSi in a non-equilibrium geometry, computed with the ωB97M-V functional and the def2-TZVPD basis.

Results
* lowest unoccupied orbital energy: 0.730 eV
* highest occupied orbital energy: -9.03 eV
* relative energy (zero: lowest compared OMol25 entry of this formula, charge and spin): 0.0 kcal/mol
* SMILES string: CC[Si@@](O)(CC(C)C)c1ccccc1
* orbital gap: 0.35860 hartree

Geometry (Å):
C1 -3.105630 -1.125616 3.135500
C2 -2.051153 -1.966765 2.672829
C3 -3.310461 0.062571 2.413711
C4 -1.206003 -1.545268 1.614502
C5 -2.622476 0.427973 1.281744
C6 -1.446093 -0.318504 0.987594
C7 1.128221 1.220890 2.212279
C8 2.300465 0.892951 -2.183021
C9 1.551058 -0.739322 -3.943910
C10 1.384099 0.479493 0.903805
C11 0.387340 -0.659864 -1.766776
C12 1.143498 0.187702 -2.784850
O1 -0.776271 1.805647 -0.588518
Si1 -0.108745 0.373733 -0.216194
H1 -3.884892 -1.293495 3.945253
H2 -1.729882 -2.790519 3.207565
H3 -4.071746 0.710596 2.780352
H4 -0.270934 -2.064651 1.487124
H5 -2.942960 1.318298 0.760472
H6 0.331372 1.955626 2.319126
H7 0.681577 0.435614 2.749606
H8 1.976641 1.476170 2.752729
H9 2.891866 0.066192 -1.723538
H10 1.921665 1.708309 -1.549734
H11 2.968371 1.391090 -2.809706
H12 2.160937 -1.497513 -3.475096
H13 2.033780 -0.237446 -4.729601
H14 0.767151 -1.242506 -4.310634
H15 1.601385 -0.535125 1.174901
H16 2.230396 0.970483 0.392737
H17 -0.519864 -1.203056 -2.184375
H18 1.063266 -1.461370 -1.373778
H19 0.576698 0.900946 -3.412102
H20 -1.052677 2.296739 0.260001

Atoms 1-6, force components in eV/Å:
C 0.10 -0.09 -0.83
C -0.69 2.43 -0.46
C -0.65 -0.73 0.46
C -1.34 1.09 1.70
C 1.54 -1.01 0.69
C 0.04 -0.17 -1.66

=====

Repeat the third record exactly.
One molecule with the formula C12H20OSi in a non-equilibrium geometry, computed with the ωB97M-V functional and the def2-TZVPD basis.

Results
* lowest unoccupied orbital energy: 0.730 eV
* highest occupied orbital energy: -9.03 eV
* relative energy (zero: lowest compared OMol25 entry of this formula, charge and spin): 0.0 kcal/mol
* SMILES string: CC[Si@@](O)(CC(C)C)c1ccccc1
* orbital gap: 0.35860 hartree

Geometry (Å):
C1 -3.105630 -1.125616 3.135500
C2 -2.051153 -1.966765 2.672829
C3 -3.310461 0.062571 2.413711
C4 -1.206003 -1.545268 1.614502
C5 -2.622476 0.427973 1.281744
C6 -1.446093 -0.318504 0.987594
C7 1.128221 1.220890 2.212279
C8 2.300465 0.892951 -2.183021
C9 1.551058 -0.739322 -3.943910
C10 1.384099 0.479493 0.903805
C11 0.387340 -0.659864 -1.766776
C12 1.143498 0.187702 -2.784850
O1 -0.776271 1.805647 -0.588518
Si1 -0.108745 0.373733 -0.216194
H1 -3.884892 -1.293495 3.945253
H2 -1.729882 -2.790519 3.207565
H3 -4.071746 0.710596 2.780352
H4 -0.270934 -2.064651 1.487124
H5 -2.942960 1.318298 0.760472
H6 0.331372 1.955626 2.319126
H7 0.681577 0.435614 2.749606
H8 1.976641 1.476170 2.752729
H9 2.891866 0.066192 -1.723538
H10 1.921665 1.708309 -1.549734
H11 2.968371 1.391090 -2.809706
H12 2.160937 -1.497513 -3.475096
H13 2.033780 -0.237446 -4.729601
H14 0.767151 -1.242506 -4.310634
H15 1.601385 -0.535125 1.174901
H16 2.230396 0.970483 0.392737
H17 -0.519864 -1.203056 -2.184375
H18 1.063266 -1.461370 -1.373778
H19 0.576698 0.900946 -3.412102
H20 -1.052677 2.296739 0.260001

Atoms 1-6, force components in eV/Å:
C 0.10 -0.09 -0.83
C -0.69 2.43 -0.46
C -0.65 -0.73 0.46
C -1.34 1.09 1.70
C 1.54 -1.01 0.69
C 0.04 -0.17 -1.66